Here is a cluster of 2 separate species, C14H18N in total at a distorted geometry from the OMol25 dataset. Energies are from wB97M-V/def2-TZVPD.

Each line ends with the natural charge from an NBO analysis.
Element x y z (Å)
C  1.9808  -3.9703  1.4032  -0.18
C  0.8518  -3.2324  1.6014  -0.20
C  2.7461  -3.8272  0.2667  -0.21
C  0.3553  -2.4410  0.5954  -0.19
C  2.3682  -2.9718  -0.7379  -0.14
C  1.1261  -2.2670  -0.6046  -0.19
C  0.3142  -1.1360  -2.8242  -0.41
C  0.7537  -1.7278  -1.7891  0.21
C  -0.9192  3.5326  -0.1303  -0.41
C  -1.0083  3.2754  1.3268  -0.41
C  -1.9405  2.6729  -0.9289  -0.43
C  -0.3296  1.9187  1.5591  -0.44
C  -1.8996  1.2924  -0.3631  -0.05
C  -1.0143  0.8939  0.7550  -0.04
N  -0.6474  0.6167  -0.6619  -0.25
H  2.2032  -4.7072  2.2812  0.24
H  0.3106  -3.2800  2.5546  0.23
H  3.6291  -4.3758  0.1463  0.23
H  -0.5601  -1.9179  0.5398  0.20
H  2.9823  -2.8647  -1.6635  0.23
H  0.6971  -0.1829  -2.9378  0.20
H  -0.1889  -1.5268  -3.7000  0.24
H  -1.1810  4.5509  -0.3934  0.25
H  0.2123  3.3026  -0.3997  0.19
H  -0.6355  4.2334  2.0109  0.26
H  -2.0853  3.1579  1.6539  0.22
H  -2.9641  3.0292  -0.8104  0.25
H  -1.6365  2.6426  -1.9534  0.24
H  0.7119  2.0480  1.0365  0.23
H  -0.2795  1.4972  2.5836  0.26
H  -2.7436  0.6404  -0.5819  0.26
H  -1.2111  -0.0652  1.2835  0.26
H  0.0016  1.1891  -1.1179  0.38

Forces on atoms 1 to 2 (eV/Å):
C 0.745 -2.048 2.832
C -1.785 0.888 0.466

Output
* max |F|: 3.8 eV Å⁻¹
* orbital gap (alpha / beta): 7.85 / 4.76 eV
* total energy: -598.516439 a.u.
* 2S+1: 3
* net charge: +1
* relative energy (zero: lowest compared OMol25 entry of this formula, charge and spin): 48.7 kcal/mol

***

Here is the molecule C5H6O3 at a distorted geometry from the OMol25 dataset. Energies are from wB97M-V/def2-TZVPD.

Each line ends with the natural charge from an NBO analysis.
Element x y z (Å)
C  -0.2427  -0.3038  -0.6338  0.14
C  -0.0004  0.9283  -1.4973  -0.39
C  0.2347  1.0956  -0.0759  0.07
C  0.4183  -0.2074  1.6911  0.80
C  -0.7718  -0.6941  0.7756  -0.52
H  0.7335  -1.7932  -1.5129  0.49
H  -0.8697  1.5442  -1.7606  0.24
H  0.7663  0.6687  -2.2262  0.26
H  -0.5619  1.6928  0.3198  0.17
H  -1.6805  -0.2115  1.0739  0.24
H  -0.8087  -1.7711  0.9392  0.25
O  0.8811  -1.1520  -0.7974  -0.74
O  1.1447  0.8008  0.9708  -0.49
O  0.7571  -0.5971  2.7337  -0.52

Forces on atoms 1 to 2 (eV/Å):
C -0.375 -0.462 1.618
C -0.442 -0.080 -0.789

Output
* SMILES string: O=C1C[C@@]2(O)C[C@@H]2O1
* max |F|: 2.3 eV Å⁻¹
* orbital gap: 9.65 eV
* total energy: -419.708551 a.u.
* relative energy (zero: lowest compared OMol25 entry of this formula, charge and spin): 82.1 kcal/mol